Entry 1:
C15H14ClNO5S in the gas phase in a non-equilibrium geometry, computed with ωB97M-V/def2-TZVPD.

Geometry (Å):
C 5.578 -1.152 -1.411
O 4.333 -0.508 -1.188
C 3.647 -0.932 -0.106
O 4.059 -1.800 0.619
C 2.366 -0.206 0.042
C 1.880 0.571 -1.006
C 0.679 1.234 -0.896
Cl 0.071 2.157 -2.232
C -0.073 1.160 0.282
N -1.276 1.828 0.418
S -2.640 1.015 1.005
O -3.736 1.895 0.749
O -2.383 0.586 2.344
C -2.687 -0.394 -0.093
C -2.126 -1.590 0.306
C -2.077 -2.641 -0.595
C -2.585 -2.479 -1.874
C -3.151 -1.273 -2.259
C -3.199 -0.218 -1.363
C 0.414 0.396 1.335
C 1.617 -0.299 1.238
O 2.120 -1.047 2.227
C 1.428 -1.131 3.454
H 5.429 -2.221 -1.579
H 6.009 -0.683 -2.291
H 6.232 -1.023 -0.546
H 2.453 0.637 -1.916
H -1.511 2.419 -0.370
H -1.752 -1.683 1.312
H -1.641 -3.584 -0.300
H -2.544 -3.299 -2.575
H -3.551 -1.154 -3.254
H -3.638 0.732 -1.625
H -0.184 0.364 2.229
H 0.434 -1.570 3.328
H 2.036 -1.782 4.080
H 1.333 -0.150 3.929

Frontier orbital gap = 9.0060 eV
E = -1869.3316 Eh
Molar mass = 355.8 g mol⁻¹
Energy relative to the best compared isomer or geometry (same formula, charge and spin) = 40.9 kJ/mol
HOMO level = -8.70 eV
SMILES = COC(=O)c1cc(Cl)c(NS(=O)(=O)c2ccccc2)cc1OC

Löwdin atomic charge list, values in e, 8 entries: C -0.05; O -0.06; C -0.44; O 0.13; C -0.04; C -0.02; C -0.58; Cl 0.71

Entry 2:
A gas-phase ion, C5H10N3 (charge +1) in a non-equilibrium geometry, computed with ωB97M-V/def2-TZVPD.

Geometry (Å):
N 0.738 1.634 2.192
C 0.271 1.045 0.864
C -0.301 1.437 -0.391
N -0.917 0.712 -1.316
C -1.076 -0.528 -1.614
C -0.602 -1.681 -0.788
C 0.683 -1.238 0.036
N 0.396 -0.382 1.046
H 0.387 2.586 2.260
H 1.778 1.651 2.261
H -0.254 2.509 -0.343
H -1.165 1.293 -2.115
H -1.581 -0.878 -2.558
H -0.322 -2.515 -1.406
H -1.341 -2.167 -0.104
H 1.097 -2.261 0.313
H 1.568 -0.767 -0.452
H 0.641 -0.448 2.114

Frontier orbital gap = 8.1975 eV
Total charge = +1
E = -360.4533 Eh
Molar mass = 112.2 g mol⁻¹
Energy relative to the best compared isomer or geometry (same formula, charge and spin) = 319.9 kJ/mol
HOMO level = -12.65 eV
SMILES = NC1=C[NH+]=CCCN1

Löwdin atomic charge list, values in e, 8 entries: N 0.10; C -0.17; C -0.06; N 0.06; C -0.01; C -0.10; C -0.23; N -0.02

Entry 3:
3 unconnected molecules or ions with the total composition C4H11N2O2 in a non-equilibrium geometry, computed with ωB97M-V/def2-TZVPD.

Geometry (Å):
C -1.652 -0.373 -1.831
C -0.882 -0.227 -0.579
C -1.141 -0.854 0.635
N -0.007 -0.743 1.486
C 0.923 0.017 0.806
N 0.404 0.258 -0.503
H -1.105 -0.147 -2.734
H -2.526 0.278 -2.014
H -1.881 -1.464 -1.853
H -2.072 -1.306 0.942
H 0.050 -1.066 2.484
H 1.957 0.355 1.194
H 0.922 0.758 -1.180
H -1.040 2.315 1.563
H -2.045 1.974 0.412
O -1.406 1.621 0.923
H 3.856 0.031 -0.228
H 3.411 -0.713 -1.528
O 3.182 -0.246 -0.689

Frontier orbital gap = 9.9583 eV
Total charge = +1
E = -418.7271 Eh
Molar mass = 119.1 g mol⁻¹
Energy relative to the best compared isomer or geometry (same formula, charge and spin) = 190.9 kJ/mol
HOMO level = -12.85 eV

Löwdin atomic charge list, values in e, 8 entries: C -0.01; C -0.31; C -0.02; N 0.11; C -0.02; N 0.14; H 0.08; H 0.10

Entry 4:
2 unconnected molecules or ions with the total composition C4H15N2O2 in a non-equilibrium geometry, computed with ωB97M-V/def2-TZVPD.

Geometry (Å):
C -1.184 -0.971 0.161
O -1.002 -1.623 1.390
C -1.050 0.534 0.290
C -0.820 1.181 -1.080
C 0.272 0.574 -1.949
N 1.499 0.248 -1.194
N 0.120 0.880 1.181
H -0.628 -1.350 -0.698
H -2.218 -1.111 -0.201
H -1.401 -2.504 1.370
H -1.935 0.959 0.760
H -1.766 1.141 -1.614
H -0.765 2.266 -0.975
H 0.003 -0.309 -2.472
H 0.471 1.258 -2.783
H 1.918 -0.553 -1.648
H 2.180 0.995 -1.217
H 0.906 0.356 0.760
H 0.024 0.552 2.158
H 0.269 1.914 1.225
H 2.158 -1.922 1.725
H 1.101 -1.412 2.674
O 1.850 -1.104 2.137

Frontier orbital gap (spin up / spin down) = 3.2813 / 10.6038 eV
E = -421.2547 Eh
Molar mass = 123.2 g mol⁻¹
2S+1 = 2
Energy relative to the best compared isomer or geometry (same formula, charge and spin) = 143.2 kJ/mol
Expectation value of S² = 0.7505
HOMO level (spin up / spin down) = -2.63 / -10.20 eV

Löwdin atomic charge list, values in e, 8 entries: C -0.28; O -0.09; C -0.36; C -0.19; C -0.28; N -0.01; N 0.12; H 0.10

Entry 5:
A molecular structure, C12H10N3O5W in a non-equilibrium geometry, computed with ωB97M-V/def2-TZVPD.

Geometry (Å):
W 0.228 -1.424 -0.276
N -1.646 -2.464 -0.663
C -1.965 -2.910 0.761
C -0.632 -3.411 1.340
O -0.307 -4.505 1.580
N 0.447 -2.271 1.384
C 1.802 -2.807 1.592
C 2.671 -2.935 0.314
O 3.696 -2.913 -0.117
O 1.181 -2.606 -1.037
H -2.446 -1.928 -1.021
H -1.535 -3.286 -1.267
H -2.659 -3.751 0.819
H -2.346 -2.048 1.313
H 1.762 -3.820 2.019
H 2.408 -2.154 2.231
O -2.833 1.304 -0.222
C -1.684 1.528 -0.317
N -0.666 0.393 -0.277
C 0.542 0.974 -0.483
O 1.481 0.014 -0.573
C 0.529 2.372 -0.595
C 1.526 3.333 -0.780
C 1.118 4.659 -0.845
C -0.227 5.005 -0.731
C -1.238 4.040 -0.549
C -0.845 2.732 -0.485
H 2.570 3.062 -0.868
H 1.855 5.438 -0.987
H -0.507 6.050 -0.790
H -2.279 4.330 -0.470

Frontier orbital gap = 5.6178 eV
Total charge = +3
E = -1069.6580 Eh
Molar mass = 460.1 g mol⁻¹
Energy relative to the best compared isomer or geometry (same formula, charge and spin) = 273.3 kJ/mol
HOMO level = -19.75 eV

Löwdin atomic charge list, values in e, 8 entries: W 1.96; N -0.01; C -0.04; C -0.37; O 0.27; N -0.14; C -0.04; C -0.02

Entry 6:
2 unconnected molecules or ions with the total composition C2H7FNO in a non-equilibrium geometry, computed with ωB97M-V/def2-TZVPD.

Geometry (Å):
C -1.421 0.616 -0.875
C -0.135 -1.093 0.350
N -1.073 -0.235 0.273
O 2.056 0.451 0.584
F 2.768 -0.524 1.283
H -2.437 0.965 -0.653
H -0.563 1.405 -1.017
H -1.279 0.138 -1.854
H 0.377 -1.412 -0.656
H 0.435 -1.487 1.193
H 2.733 0.992 0.203
H -1.462 0.183 1.169

Frontier orbital gap = 10.9367 eV
Total charge = +1
E = -309.8249 Eh
Molar mass = 80.1 g mol⁻¹
Energy relative to the best compared isomer or geometry (same formula, charge and spin) = 340.6 kJ/mol
HOMO level = -16.08 eV

Löwdin atomic charge list, values in e, 8 entries: C -0.01; C 0.13; N -0.02; O 0.01; F -0.07; H 0.11; H 0.15; H 0.10